#one
DFT (the ωB97M-V functional and the def2-TZVPD basis) results for the ion C2H6N3S with charge +1.

The geometry in ORCA input format:
```
! RIJCOSX wB97M-V def2-TZVPD def2/J DEFGRID3
* xyz 1 1
S -0.35121 0.64798 1.51474
N -0.08188 0.17228 -0.96005
N -0.53032 1.04940 -0.09571
N -1.15837 2.23788 -0.69406
C 0.71919 -0.88486 -0.39468
C 0.23346 -1.02592 1.04473
H 0.55911 -1.80749 -0.95744
H -0.61237 -1.70862 1.13667
H 1.02072 -1.33771 1.72772
H -0.07402 0.45827 -1.93228
H 1.78691 -0.62881 -0.44328
H -1.51124 2.82760 0.05363
*
```

Summary:
- HOMO level (spin up / spin down) (eV) = -14.518 / -14.764
- HOMO-LUMO gap (spin up / spin down) (Eh) = 0.317 / 0.325

#two
DFT (the ωB97M-V functional and the def2-TZVPD basis) results for the ion C2H6N3S with charge +1.

The geometry in ORCA input format:
```
! RIJCOSX wB97M-V def2-TZVPD def2/J DEFGRID3
* xyz 1 1
S -0.27491 1.56309 0.52759
N -1.89050 0.46754 -1.45393
N -0.74367 0.18148 -0.57268
N -0.08353 -0.86313 -0.56296
C 0.96158 0.37809 1.31572
C 1.04872 -0.76652 0.28464
H 0.50459 -0.02631 2.23393
H -2.81306 0.23874 -1.05331
H 1.86797 0.98521 1.36221
H -1.77069 0.14430 -2.35706
H 1.76176 -0.55129 -0.48391
H 1.43174 -1.75120 0.75975
*
```

Summary:
- HOMO level (eV) = -14.742
- HOMO-LUMO gap (Eh) = 0.339

#three
DFT (the ωB97M-V functional and the def2-TZVPD basis) results for the ion C2H6N3S with charge +1.

The geometry in ORCA input format:
```
! RIJCOSX wB97M-V def2-TZVPD def2/J DEFGRID3
* xyz 1 1
S 1.39703 0.79403 -1.82239
N -0.81144 -0.32752 -1.14215
N -0.45781 -1.12974 0.82854
N 0.95491 1.12631 -0.26087
C -1.02851 -0.24698 0.09023
C 0.04144 -0.18232 -2.06163
H 0.60151 2.10535 -0.21233
H -1.62103 0.48079 0.50064
H -0.16021 -0.69202 -3.05927
H 1.78954 0.83655 0.29183
H 0.29560 -1.62848 0.46307
H -0.63859 -1.25917 1.78620
*
```

Summary:
- HOMO level (eV) = -14.264
- HOMO-LUMO gap (Eh) = 0.386

Least stable of them? #one.

#one
DFT (the ωB97M-V functional and the def2-TZVPD basis) results for an isolated molecule of C6H8N2O.

The geometry in ORCA input format:
```
! RIJCOSX wB97M-V def2-TZVPD def2/J DEFGRID3
* xyz 0 1
O -0.71478 2.37967 -1.41870
N 2.37079 0.38413 1.03237
N -0.79916 0.18806 -1.58030
C -0.06340 0.23905 1.38632
C -1.12470 -1.50068 0.07121
C -1.11543 -0.56863 1.16049
C -0.15394 1.19863 -1.13657
C 1.27763 -0.27402 0.89853
C -0.70979 -1.10163 -1.18649
H -0.67992 -1.77845 -2.05687
H -0.16419 1.03600 2.07890
H 0.89053 1.13549 -0.62230
H 3.15763 -0.13637 0.63596
H 1.19532 -1.21457 0.24348
H -1.93520 -0.63956 1.79043
H -0.14157 3.16144 -1.48744
H -1.28984 -2.50857 0.19096
*
```

Summary:
- HOMO level (eV) = -8.190
- HOMO-LUMO gap (Eh) = 0.315

#two
DFT (the ωB97M-V functional and the def2-TZVPD basis) results for a structure of composition C6H8N2O.

The geometry in ORCA input format:
```
! RIJCOSX wB97M-V def2-TZVPD def2/J DEFGRID3
* xyz 0 1
O 0.81605 -1.35383 2.60751
N 0.12146 0.67128 1.49468
N -0.23439 -1.41636 -1.09711
C -0.28043 1.06484 -1.11402
C 0.26440 2.20187 -1.56799
C -0.80771 -0.23216 -1.89431
C 0.26903 -0.77564 0.11537
C 0.44090 -0.71703 1.63945
C -0.55619 0.44941 0.19234
H 0.58593 2.43525 -2.62278
H -0.05822 1.31988 2.20249
H -2.05799 -0.12117 -1.74653
H -1.60689 0.03910 0.24240
H 0.43824 -1.98832 -1.68172
H -0.73908 -0.40278 -3.29535
H 1.27014 -0.23945 -0.00939
H 0.45001 3.05601 -0.95722
*
```

Summary:
- HOMO level (eV) = -9.042
- HOMO-LUMO gap (Eh) = 0.360

Least stable of them? #two.

#one
DFT (the ωB97M-V functional and the def2-TZVPD basis) results for an isolated molecule of C6H8N2O.

The geometry in ORCA input format:
```
! RIJCOSX wB97M-V def2-TZVPD def2/J DEFGRID3
* xyz 0 1
O -0.47153 1.94830 -0.16781
N 2.17383 -1.16317 -0.11104
N 2.50354 0.15147 -0.44295
C -2.69911 -0.08705 -0.12974
C -0.19352 -0.40757 -0.01192
C 1.70341 1.19899 0.24477
C -1.45075 -0.87002 -0.02239
C 0.23766 0.98330 -0.02108
C 0.93054 -1.42905 0.06203
H 1.91654 2.21366 -0.13724
H 1.81852 1.22025 1.34476
H -3.32358 -0.37486 0.72278
H 0.63342 -2.47945 0.17572
H -2.46164 0.99435 -0.13448
H -3.20703 -0.21513 -1.10088
H 3.48658 0.27191 -0.29891
H -1.59686 -1.95592 0.02840
*
```

Summary:
- HOMO level (eV) = -8.713
- HOMO-LUMO gap (Eh) = 0.321

#two
DFT (the ωB97M-V functional and the def2-TZVPD basis) results for a cluster of 2 separate species, C6H8N2O in total.

The geometry in ORCA input format:
```
! RIJCOSX wB97M-V def2-TZVPD def2/J DEFGRID3
* xyz 0 1
O -1.94240 0.53399 -0.65319
N -1.33987 1.94985 1.19027
N 2.32085 0.09776 -0.11994
C 3.23565 -0.92017 -0.15103
C -1.31403 1.10132 0.31490
C 1.16461 -0.39076 0.36988
C -3.31194 0.92190 -0.91338
C 2.62498 -2.05329 0.31121
C 1.28313 -1.71706 0.63674
H -3.42422 2.00935 -0.85703
H -2.10585 2.57395 1.43683
H -3.53840 0.56587 -1.91547
H 0.53022 -2.37437 1.02266
H -3.97660 0.44213 -0.18836
H 4.24105 -0.76018 -0.49243
H 2.48640 1.04578 -0.41133
H 3.06642 -3.02608 0.41969
*
```

Summary:
- HOMO level (spin up / spin down) (eV) = -7.715 / -8.010
- HOMO-LUMO gap (spin up / spin down) (Eh) = 0.283 / 0.306

#three
DFT (the ωB97M-V functional and the def2-TZVPD basis) results for an isolated molecule of C6H8N2O.

The geometry in ORCA input format:
```
! RIJCOSX wB97M-V def2-TZVPD def2/J DEFGRID3
* xyz 0 1
O -2.40414 -0.66277 -0.49150
N -0.46351 1.38701 -2.60690
N 1.18220 1.41513 0.74239
C -1.40770 -0.24214 -0.95299
C -0.65336 0.65540 1.94373
C 0.32168 0.51869 0.81471
C -1.07132 0.69707 -1.87935
C 0.11674 -0.76108 -0.05356
C 1.18418 -1.14329 -1.01122
H 1.52222 -0.35708 -1.69761
H 0.92009 -2.04663 -1.58307
H 2.14112 -1.37688 -0.58474
H -0.31288 -1.52212 0.50502
H 1.86217 1.58257 0.05251
H -0.51110 -0.02343 2.83773
H -0.72773 1.65588 2.33444
H -1.69868 0.22367 1.63040
*
```

Summary:
- HOMO level (eV) = -9.430
- HOMO-LUMO gap (Eh) = 0.311

Least stable of them? #two.

#one
DFT (the ωB97M-V functional and the def2-TZVPD basis) results for a cluster of 2 separate species, CH5N3O in total.

The geometry in ORCA input format:
```
! RIJCOSX wB97M-V def2-TZVPD def2/J DEFGRID3
* xyz 0 1
O -2.07207 -0.81274 -0.17071
N 2.19174 -0.40862 0.19676
N 0.78735 -0.62810 0.11221
N -1.39162 0.34199 0.26300
C -0.02268 0.37090 -0.09081
H -2.89358 -1.09000 0.89726
H 2.45415 0.67105 -0.07638
H 2.60653 -0.96544 -0.71320
H -1.91914 1.04613 -0.27846
H 0.25931 1.47484 -0.13965
*
```

Summary:
- HOMO level (eV) = -8.641
- HOMO-LUMO gap (Eh) = 0.319

#two
DFT (the ωB97M-V functional and the def2-TZVPD basis) results for an isolated molecule of CH5N3O.

The geometry in ORCA input format:
```
! RIJCOSX wB97M-V def2-TZVPD def2/J DEFGRID3
* xyz 0 1
O 1.98289 -0.88661 0.08409
N 0.13669 0.49268 0.23951
N -0.60042 -0.53360 -0.05299
N -1.96723 -0.24793 0.17129
C 1.48113 0.35015 0.12261
H 1.20362 -1.48087 0.04625
H -2.21937 0.69076 -0.13126
H -2.53870 -0.87928 -0.38749
H 2.13750 1.15075 0.42056
H 0.38389 1.34395 -0.51257
*
```

Summary:
- HOMO level (eV) = -7.006
- HOMO-LUMO gap (Eh) = 0.291

#three
DFT (the ωB97M-V functional and the def2-TZVPD basis) results for an isolated molecule of CH5N3O.

The geometry in ORCA input format:
```
! RIJCOSX wB97M-V def2-TZVPD def2/J DEFGRID3
* xyz 0 1
O 1.81020 -0.67594 0.00638
N 1.37414 0.57503 -0.07528
N -2.20323 0.00856 0.16671
N -0.79700 -0.39520 -0.16670
C -0.03555 0.62551 -0.08498
H -2.60683 -0.11208 -0.86818
H 1.01200 -1.25512 0.31597
H 1.63998 1.15354 0.75457
H -2.34176 -0.98584 0.63007
H -0.58903 1.53525 0.15330
*
```

Summary:
- HOMO level (eV) = -9.252
- HOMO-LUMO gap (Eh) = 0.380

Least stable of them? #one.

#one
DFT (the ωB97M-V functional and the def2-TZVPD basis) results for an isolated molecule of C5H4N2.

The geometry in ORCA input format:
```
! RIJCOSX wB97M-V def2-TZVPD def2/J DEFGRID3
* xyz 0 1
N 0.71442 -0.38530 -1.82301
N -0.43222 -0.47133 -1.16154
C -2.30623 0.15630 1.83748
C -1.38879 -0.10821 1.04240
C 1.03437 0.09805 0.36901
C -0.29718 -0.21419 0.16324
C 1.60762 -0.01817 -0.90756
H 2.63496 0.14848 -1.19765
H 1.48931 0.39862 1.30291
H -1.28404 -0.73302 -1.63429
H -1.77221 1.12877 2.00901
*
```

Summary:
- HOMO level (eV) = -9.535
- HOMO-LUMO gap (Eh) = 0.353

#two
DFT (the ωB97M-V functional and the def2-TZVPD basis) results for an isolated molecule of C5H4N2.

The geometry in ORCA input format:
```
! RIJCOSX wB97M-V def2-TZVPD def2/J DEFGRID3
* xyz 0 1
N 0.71988 1.75186 0.03799
N 1.64754 0.97498 0.62380
C -1.05680 -1.30021 -0.03743
C -1.56091 -2.33361 -0.40671
C -0.25333 -0.17684 0.22016
C -0.42992 1.11019 -0.23815
C 1.06737 -0.20458 0.73019
H 0.93411 2.71970 -0.13146
H -1.39833 -3.04404 -1.17485
H -1.26357 1.56469 -0.75441
H 1.59396 -1.06214 1.13086
*
```

Summary:
- HOMO level (eV) = -8.954
- HOMO-LUMO gap (Eh) = 0.361

#three
DFT (the ωB97M-V functional and the def2-TZVPD basis) results for a structure of composition C5H4N2.

The geometry in ORCA input format:
```
! RIJCOSX wB97M-V def2-TZVPD def2/J DEFGRID3
* xyz 0 1
N 1.61760 -1.38696 0.05282
N 1.69823 1.09539 0.06412
C 1.28462 -0.07597 0.04543
C 0.31080 -1.47703 0.00604
C -1.00190 -1.48303 -0.04066
C -1.21749 1.14486 -0.03941
C -0.73138 -0.08157 -0.02629
H -2.28984 1.29356 -0.07705
H -0.55612 1.99989 -0.01299
H 2.71618 1.13785 0.10046
H -1.83070 -2.16700 -0.07246
*
```

Summary:
- HOMO level (eV) = -8.301
- HOMO-LUMO gap (Eh) = 0.335

#four
DFT (the ωB97M-V functional and the def2-TZVPD basis) results for an isolated molecule of C5H4N2.

The geometry in ORCA input format:
```
! RIJCOSX wB97M-V def2-TZVPD def2/J DEFGRID3
* xyz 0 1
N 2.55934 -1.54647 -0.10676
N -0.11462 0.34183 -0.87970
C -1.25629 0.40054 1.24397
C 0.96841 -0.12887 -1.54119
C 1.84876 -0.94588 -0.80777
C -1.64246 0.87802 2.28438
C -0.66322 -0.27662 0.15948
H -1.93513 1.29659 3.22154
H -0.47422 1.25771 -1.14310
H 1.16956 0.18889 -2.55143
H -0.42980 -1.32956 0.24718
*
```

Summary:
- HOMO level (spin up / spin down) (eV) = -7.704 / -7.863
- HOMO-LUMO gap (spin up / spin down) (Eh) = 0.264 / 0.273

Least stable of them? #three.